{
  "formula": "C10H14N2O2",
  "method": "ωB97M-V with the def2-TZVPD basis set",
  "homo_lumo_gap_ev": 7.45,
  "lumo_energy_ev": -0.138,
  "e_above_lowest_kj_mol": 486.95,
  "smiles": "O=[N+]([O-])/C=C/C=C\\C=C\\N1CCCC1",
  "max_force_ev_per_a": 4.52,
  "symbols": ["O", "O", "N", "N", "C", "C", "C", "C", "C", "C", "C", "C", "C", "C", "H", "H", "H", "H", "H", "H", "H", "H", "H", "H", "H", "H", "H", "H"],
  "xyz": [[0.57, 2.02, 3.90], [-0.13, 3.97, 3.37], [0.67, -0.76, -0.94], [-0.25, 2.76, 3.41], [-1.52, -0.41, -0.23], [0.36, -0.43, -2.35], [-2.64, -0.41, 0.73], [2.07, -1.18, -0.75], [-1.61, 0.92, 2.70], [-0.25, -0.57, 0.02], [-1.45, 2.27, 2.74], [2.54, -1.57, -2.25], [1.82, -0.47, -3.01], [-2.62, 0.13, 1.95], [-3.63, -0.75, 0.29], [-3.54, 0.11, 2.60], [2.27, 0.45, -2.80], [3.62, -1.61, -2.39], [2.56, -0.34, -0.39], [2.10, -2.56, -2.35], [0.21, -0.77, 1.04], [2.39, -2.12, -0.12], [-1.92, 2.92, 2.11], [1.64, -0.85, -4.06], [-1.96, -0.29, -1.18], [-0.94, 0.29, 3.18], [-0.28, -1.27, -2.79], [-0.07, 0.52, -2.41]],
  "mulliken_charge": [-0.577, -0.607, 0.189, 0.994, -0.277, -0.719, -0.515, -0.792, -0.451, 0.021, -0.324, -0.644, -0.663, -0.524, 0.265, 0.293, 0.382, 0.353, 0.443, 0.316, 0.257, 0.262, 0.460, 0.297, 0.318, 0.474, 0.314, 0.455]
}



{
  "formula": "C37H41BiN6O4",
  "method": "ωB97M-V with the def2-TZVPD basis set",
  "homo_lumo_gap_ev": 7.77,
  "lumo_energy_ev": -5.561,
  "e_above_lowest_kj_mol": 0.00,
  "charge": 2,
  "max_force_ev_per_a": 0.66,
  "symbols": ["Bi", "O", "O", "O", "O", "N", "N", "N", "N", "N", "N", "C", "C", "C", "C", "C", "C", "C", "C", "C", "C", "C", "C", "C", "C", "C", "C", "C", "C", "C", "C", "C", "C", "C", "C", "C", "C", "C", "C", "C", "C", "C", "C", "C", "C", "C", "C", "C", "H", "H", "H", "H", "H", "H", "H", "H", "H", "H", "H", "H", "H", "H", "H", "H", "H", "H", "H", "H", "H", "H", "H", "H", "H", "H", "H", "H", "H", "H", "H", "H", "H", "H", "H", "H", "H", "H", "H", "H", "H"],
  "xyz": [[-1.32, 0.41, -0.12], [4.01, -0.52, -5.08], [5.71, -1.15, 0.53], [-1.33, -0.84, 2.10], [-0.37, 2.09, -1.21], [-0.08, -2.45, 3.11], [0.13, 3.00, 0.84], [0.96, 0.11, 0.49], [0.09, -0.32, -2.05], [-3.50, 1.67, 0.54], [-1.03, 2.34, 1.14], [2.27, -0.75, -2.86], [1.84, -0.36, -0.42], [2.60, 3.95, -0.20], [-0.37, -0.32, -3.30], [3.14, -0.66, -0.05], [-1.95, -1.41, 4.31], [-1.95, -3.30, -1.42], [2.65, 0.09, 2.16], [4.98, -0.74, 1.66], [0.40, 2.80, -0.43], [3.57, -0.44, 1.26], [-2.56, -2.50, -2.38], [2.76, -1.13, -5.29], [-1.94, 2.90, 1.84], [1.37, 0.34, 1.74], [0.45, -0.57, -4.39], [3.99, 4.29, -2.12], [-2.54, -3.38, -0.16], [3.03, 3.71, -2.93], [3.77, 4.41, -0.75], [-0.72, -4.08, -1.78], [1.79, -0.81, -4.17], [0.29, -3.23, 4.29], [1.85, 3.24, -2.38], [0.67, -2.78, 1.91], [1.39, -0.50, -1.82], [-5.85, 1.71, 0.90], [-3.72, -2.70, 0.13], [1.63, 3.36, -1.01], [-4.73, 1.36, 0.16], [-1.69, 4.20, 2.53], [-1.07, -1.56, 3.09], [-4.32, -1.91, -0.84], [-5.66, 2.34, 2.12], [-3.31, 2.35, 1.69], [-3.73, -1.80, -2.10], [-4.37, 2.68, 2.51], [-1.42, -0.09, -3.43], [3.19, 3.63, -4.00], [0.07, -3.43, -2.17], [0.03, -0.58, -5.39], [2.93, 0.29, 3.19], [0.33, -2.61, 5.18], [1.73, -2.57, 2.05], [-6.84, 1.48, 0.53], [0.63, 0.74, 2.42], [-4.82, 0.85, -0.79], [-0.95, -4.81, -2.55], [-4.20, 3.18, 3.45], [-2.96, -1.71, 4.02], [4.06, 0.31, -5.56], [4.91, 4.66, -2.56], [-5.27, -1.45, -0.64], [0.57, -3.85, 1.69], [2.41, 4.05, 0.87], [5.41, 0.16, 2.12], [-1.64, -2.00, 5.16], [-6.50, 2.59, 2.74], [-0.40, -4.07, 4.46], [-4.19, -2.81, 1.09], [-0.32, -4.62, -0.92], [-4.20, -1.22, -2.87], [-2.52, 4.50, 3.17], [3.34, -0.85, -2.71], [-2.11, -4.03, 0.60], [2.92, -2.21, -5.29], [4.52, 4.88, -0.13], [1.08, 2.79, -3.00], [0.29, -2.22, 1.06], [6.63, -1.30, 0.76], [-0.77, 4.14, 3.12], [1.29, -3.64, 4.13], [-1.52, 4.98, 1.78], [2.32, -0.87, -6.26], [-1.99, -0.36, 4.59], [4.97, -1.52, 2.43], [3.85, -1.06, -0.75], [-2.15, -2.48, -3.38]],
  "mulliken_charge": [1.934, -0.499, -0.509, -0.226, -0.885, 0.386, -0.889, 1.442, 1.192, -0.057, 0.569, -0.486, 0.253, -0.348, -1.022, -0.583, -1.362, 0.609, -1.404, -0.579, 0.656, -0.428, -0.362, -0.887, 0.312, -0.855, -1.396, -0.428, -0.223, -0.784, -0.825, -1.451, 0.326, -1.223, -0.169, -0.593, 0.422, -1.020, -0.655, 0.441, -0.207, -1.545, 0.460, -0.487, -0.386, 0.439, -0.745, -1.101, 0.707, 0.457, 0.136, 0.519, 0.579, 0.424, 0.390, 0.441, 0.312, 0.736, 0.447, 0.439, 0.287, 0.313, 0.439, 0.671, 0.639, 0.500, 0.351, 0.483, 0.482, 0.356, 0.444, 0.328, 0.469, 0.442, 0.570, 0.415, 0.251, 0.444, 0.474, -0.454, 0.348, 0.339, 0.404, 0.331, 0.438, 0.272, 0.311, 0.664, 0.584]
}



{
  "formula": "C36H77FN11O13",
  "method": "ωB97M-V with the def2-TZVPD basis set",
  "homo_lumo_gap_ev": 7.69,
  "lumo_energy_ev": -2.576,
  "charge": 1,
  "max_force_ev_per_a": 8.33,
  "symbols": ["F", "O", "O", "O", "O", "O", "O", "O", "O", "O", "O", "O", "O", "O", "N", "N", "N", "N", "N", "N", "N", "N", "N", "N", "N", "C", "C", "C", "C", "C", "C", "C", "C", "C", "C", "C", "C", "C", "C", "C", "C", "C", "C", "C", "C", "C", "C", "C", "C", "C", "C", "C", "C", "C", "C", "C", "C", "C", "C", "C", "C", "H", "H", "H", "H", "H", "H", "H", "H", "H", "H", "H", "H", "H", "H", "H", "H", "H", "H", "H", "H", "H", "H", "H", "H", "H", "H", "H", "H", "H", "H", "H", "H", "H", "H", "H", "H", "H", "H", "H", "H", "H", "H", "H", "H", "H", "H", "H", "H", "H", "H", "H", "H", "H", "H", "H", "H", "H", "H", "H", "H", "H", "H", "H", "H", "H", "H", "H", "H", "H", "H", "H", "H", "H", "H", "H", "H", "H"],
  "xyz": [[0.02, 1.99, 0.30], [-2.09, 0.13, 5.19], [-2.06, 6.33, -1.54], [-0.78, -5.64, 7.07], [-2.81, -3.78, -2.77], [-6.45, 3.37, 1.01], [3.68, -1.42, -1.79], [4.12, 0.84, -4.08], [1.11, -0.39, -0.83], [-0.77, 0.66, 1.71], [-0.67, 1.46, 6.16], [-2.50, -0.09, -0.17], [1.29, -2.97, -6.59], [-0.70, -1.86, 0.23], [2.63, -2.06, 2.86], [1.41, 0.43, 1.28], [-1.01, -5.14, 9.28], [4.67, 1.56, 0.17], [0.78, -2.82, 1.71], [-0.08, 5.56, -2.32], [5.67, 2.10, -5.15], [-1.71, -4.05, -4.74], [2.35, -1.73, 0.50], [2.10, -0.89, -7.00], [-5.63, 5.48, 0.82], [-0.52, -4.56, -4.08], [0.04, -3.00, 0.47], [2.88, -0.02, -7.85], [-0.35, 4.22, -1.85], [-0.56, -2.18, 3.66], [-3.27, 1.08, -0.50], [-1.18, -1.90, -1.11], [-1.71, -3.92, -6.18], [3.75, -1.21, 0.63], [-2.77, -3.70, -3.99], [-1.96, -2.53, 4.15], [-1.92, 2.40, 4.48], [0.16, -3.36, 2.94], [1.17, 5.84, -3.01], [1.57, -0.53, 0.20], [-1.00, 6.52, -2.11], [1.94, -2.20, -7.27], [1.89, -2.22, 1.71], [-5.91, 4.25, 0.37], [-1.42, -5.65, 8.11], [-2.18, -2.24, 5.63], [4.92, 1.01, -4.99], [-1.67, -0.89, 6.07], [4.33, -0.77, -0.71], [-4.98, 6.48, 0.00], [0.30, -4.52, 9.35], [6.60, 2.24, -6.26], [4.25, 0.72, -0.97], [-2.30, -0.89, -1.32], [-4.02, 1.56, 0.73], [-1.84, -5.19, 10.47], [-6.00, 5.82, 2.19], [5.54, 3.19, -4.20], [-1.49, 1.28, 5.38], [1.46, -0.34, -5.81], [0.11, 1.01, 1.14], [4.51, 3.55, -4.19], [-1.57, -2.88, -1.34], [-2.66, -3.53, -6.54], [-5.59, 4.09, -0.68], [-4.06, 0.76, 1.45], [-1.59, -2.98, 6.17], [5.09, 0.24, -5.76], [-2.03, -0.71, 7.07], [0.35, -3.69, 8.65], [0.75, -3.20, -0.33], [-0.35, -1.74, -1.79], [-1.09, 2.77, 3.92], [-0.63, -3.85, 0.52], [-3.51, 2.44, 1.10], [-1.32, -5.75, 11.25], [-2.68, 2.04, 3.80], [3.09, -2.91, 3.16], [-0.62, -1.35, 2.97], [0.48, 3.56, -2.10], [3.82, -0.40, 1.34], [5.79, 2.83, -3.20], [3.29, -0.57, -8.69], [5.37, -1.06, -0.77], [-2.57, 1.81, -0.91], [2.07, 1.19, 1.07], [6.21, 4.00, -4.47], [0.08, -1.91, 4.49], [4.22, 2.45, 0.14], [-2.78, -5.68, 10.26], [-5.50, 5.14, 2.88], [1.22, 6.89, -3.30], [-0.71, 7.50, -2.50], [1.82, -0.87, -4.93], [0.49, -4.16, 10.36], [2.10, -1.62, 3.60], [-0.50, 4.23, -0.77], [1.68, 0.72, -5.73], [0.90, -3.76, 3.61], [-3.94, 0.79, -1.30], [-7.08, 5.70, 2.32], [-0.91, -3.25, -6.48], [-2.31, 3.19, 5.11], [2.01, 5.61, -2.35], [2.25, 0.79, -8.23], [-2.00, -0.23, -2.13], [4.35, -2.02, 1.00], [-3.62, -3.33, -4.58], [0.24, -4.78, -4.82], [-0.77, -5.46, -3.52], [-2.03, -4.18, 10.82], [-5.02, 1.83, 0.41], [1.24, 5.22, -3.90], [3.70, 0.41, -7.27], [-4.04, 6.78, 0.46], [-0.14, -3.81, -3.38], [-1.54, -4.90, -6.63], [0.38, -0.49, -5.88], [3.59, -0.77, -2.50], [-3.21, -1.42, -1.56], [6.33, 3.11, -6.86], [-2.64, -1.89, 3.61], [-0.53, -4.13, 2.66], [-5.63, 7.35, -0.10], [-5.71, 6.84, 2.40], [-1.26, 3.85, -2.32], [1.07, -5.25, 9.08], [-2.26, -3.54, 3.91], [-2.43, -6.10, 8.16], [2.46, -2.52, -8.19], [-0.60, -0.96, 6.17], [3.28, 1.05, -1.30], [4.94, 0.91, -1.78], [5.66, 1.68, 0.22], [-3.22, -2.39, 5.90], [6.59, 1.35, -6.88], [7.61, 2.38, -5.87], [-4.77, 6.08, -0.99]],
  "mulliken_charge": [-0.158, -0.281, -0.550, -0.608, -0.617, -0.653, -0.570, -0.683, -0.467, 0.056, -0.535, -0.025, -0.540, 0.183, -0.433, 0.054, 0.115, -0.464, 0.342, 0.188, 0.125, 0.169, 0.600, 0.228, 0.167, -0.703, -1.162, -0.780, -1.046, 1.531, -0.261, -0.642, -0.770, -0.995, 0.048, -1.257, -0.921, -1.573, -0.848, -0.582, 0.029, 0.060, 0.469, 0.160, 0.105, -0.604, -0.207, -0.745, -0.066, -1.012, -0.861, -1.015, -0.987, -1.207, -1.134, -0.920, -0.947, -0.907, 0.696, -1.077, 0.065, 0.323, 0.685, 0.312, 0.305, 0.256, 0.085, 0.582, 0.589, 0.188, 0.458, 0.234, 0.208, 0.486, 0.253, 0.338, 0.160, 0.319, -0.631, 0.345, 0.640, 0.216, 0.300, 0.656, -0.024, 0.330, 0.395, 0.162, 0.207, 0.301, 0.266, 0.347, 0.263, 0.270, 0.382, 0.208, 0.329, 0.386, 0.398, 0.580, 0.299, 0.191, 0.433, 0.293, 0.361, 0.467, 0.497, 0.319, 0.345, 0.352, 0.337, 0.327, 0.301, 0.241, 0.361, 0.029, 0.332, 0.386, 0.167, 0.441, 0.369, 0.218, 0.440, 0.369, 0.401, 0.319, 0.313, 0.732, 0.322, 0.256, 0.323, 0.527, 0.399, 0.248, 0.543, 0.349, 0.387, 0.318]
}



{
  "formula": "C4H4O",
  "method": "ωB97M-V with the def2-TZVPD basis set",
  "homo_lumo_gap_ev": [9.38, 8.01],
  "lumo_energy_ev": [0.041, -0.529],
  "e_above_lowest_kj_mol": 569.96,
  "max_force_ev_per_a": 2.13,
  "symbols": ["O", "C", "C", "C", "C", "H", "H", "H", "H"],
  "xyz": [[0.02, -0.15, 0.31], [1.31, -0.51, -0.04], [2.42, 0.18, 0.01], [-1.22, 0.20, 0.27], [-2.43, -0.10, -0.10], [2.52, 1.20, 0.35], [3.31, -0.32, -0.31], [-2.66, -1.05, -0.59], [-3.26, 0.55, 0.10]],
  "mulliken_charge": [-0.239, -0.016, -0.500, 0.298, -0.590, 0.270, 0.264, 0.265, 0.247]
}